(1)
2 unconnected molecules or ions with the total composition C4H10ClP, computed with ωB97M-V/def2-TZVPD.

Element x y z (Å)
C 2.08135 0.50057 1.19295
C 1.19822 0.42469 0.19544
C 1.07619 1.54577 -0.85877
C 0.53045 -0.82706 -0.01640
Cl 1.91674 -2.01168 -0.30611
H 2.20554 -0.36823 1.80568
H 2.56830 1.37142 1.55584
H 1.30582 1.16593 -1.86306
H 0.01979 1.78441 -0.75063
H 1.64906 2.46719 -0.58786
H 0.08401 -1.27303 0.88515
H -0.13521 -0.96202 -0.98490
P -3.44180 -1.00242 0.43339
H -4.81873 -0.81284 0.42126
H -3.25881 -1.92231 -0.60047
H -2.98092 -0.08040 -0.52150

**Maximum force**: 3.83 eV/Å
**Spin multiplicity**: 1
**HOMO-LUMO gap**: 10.006 eV
**DFT total energy**: -26119.18875 eV
**Relative energy (zero: lowest compared OMol25 entry of this formula, charge and spin)**: 56.0 kcal/mol
**E_HOMO**: -9.20 eV

Here is what natural (NBO) gives for the atomic charges, in e: -0.3585, -0.0438, -0.6348, -0.3753, -0.1143, 0.1915, 0.2005, 0.2233, 0.2114, 0.2244, 0.2412, 0.2329, 0.0090, 0.0006, -0.0021, -0.0060

(2)
3 unconnected molecules or ions with the total composition C4H10F2NO4, computed with ωB97M-V/def2-TZVPD.

Element x y z (Å)
C -6.93740 -1.59408 0.69448
C 5.09252 1.33328 -1.58833
C 0.77457 -1.67669 1.54764
C 4.76960 0.48743 -0.36378
N 4.27558 -1.77171 -1.12953
O -6.83397 -1.13943 -0.64503
O 6.51413 1.18891 -1.94746
O 1.44909 -1.09075 0.79154
O 5.01225 -0.90019 -0.50437
F 3.32269 -1.18536 -1.83952
F 0.71923 -1.39687 2.83830
H -8.01964 -1.89270 0.88031
H -6.19387 -2.41901 0.90736
H 5.03838 2.44412 -1.42906
H 4.43288 1.03700 -2.40497
H -6.82403 -0.61770 1.43405
H 0.17503 -2.55692 1.48452
H 3.63931 0.63780 -0.12529
H 5.37580 0.78809 0.48025
H -5.89826 -1.45673 -0.93755
H 6.86893 2.03864 -1.82687

**Net charge**: +1
**Maximum force**: 5.51 eV/Å
**Spin multiplicity**: 1
**HOMO-LUMO gap**: 2.836 eV
**DFT total energy**: -19410.19246 eV
**Relative energy (zero: lowest compared OMol25 entry of this formula, charge and spin)**: 0.0 kcal/mol
**E_HOMO**: -11.50 eV

Here is what natural (NBO) gives for the atomic charges, in e: -0.2586, -0.1162, 0.7603, -0.1685, 0.6678, -0.7158, -0.6914, -0.5734, -0.0882, -0.0803, -0.3161, 0.1877, 0.1707, 0.2440, 0.2041, 0.1561, 0.1304, 0.2768, 0.2666, 0.4599, 0.4841

(3)
2 unconnected molecules or ions with the total composition C4H10F2O, computed with ωB97M-V/def2-TZVPD.

Element x y z (Å)
F -2.34064 -0.84402 1.21747
C -1.18071 -0.50444 1.89831
C -0.91200 0.96664 1.78950
F -1.83208 1.69083 2.53333
H -1.29220 -0.81340 2.95546
H -0.33733 -1.07751 1.46734
H 0.10413 1.19588 2.16417
H -0.96740 1.30646 0.73741
C 2.06390 0.15064 -1.46749
O 0.87203 -0.20359 -0.79471
C -0.12863 -0.57633 -1.72121
H 2.80908 0.43190 -0.70446
H 1.90983 1.00951 -2.14219
H 2.46402 -0.69190 -2.05625
H -0.37640 0.25147 -2.40676
H 0.17779 -1.44995 -2.32081
H -1.03343 -0.84215 -1.14913

**Maximum force**: 0.82 eV/Å
**Spin multiplicity**: 1
**HOMO-LUMO gap**: 11.162 eV
**DFT total energy**: -11791.59719 eV
**Relative energy (zero: lowest compared OMol25 entry of this formula, charge and spin)**: 23.2 kcal/mol
**E_HOMO**: -10.26 eV

Here is what natural (NBO) gives for the atomic charges, in e: -0.3669, 0.0055, 0.0121, -0.3657, 0.1743, 0.1839, 0.1724, 0.1813, -0.2517, -0.5511, -0.2610, 0.1931, 0.1673, 0.1677, 0.1674, 0.1683, 0.2031

(4)
2 unconnected molecules or ions with the total composition C4H10F2O, computed with ωB97M-V/def2-TZVPD.

Element x y z (Å)
C 0.60649 -0.54177 0.52897
C 0.38452 0.89171 -0.04063
C 1.02830 1.94042 0.83589
C 1.15576 3.28028 0.12369
F 1.83653 3.25635 -1.01438
F -0.07626 3.77843 -0.12506
H -0.00553 -1.33019 0.05946
H 0.29572 -0.43537 1.58192
H 1.66366 -0.85546 0.50415
H 0.80621 0.93644 -1.06318
H -0.69496 1.12664 -0.11116
H 0.50715 1.97502 1.81194
H 2.04941 1.55140 1.01318
H 1.73674 3.97785 0.76066
O -3.57107 -6.68026 -1.93313
H -4.01563 -7.14702 -1.18965
H -3.70704 -5.72448 -1.74266

**Maximum force**: 2.94 eV/Å
**Spin multiplicity**: 1
**HOMO-LUMO gap**: 12.343 eV
**DFT total energy**: -11792.60367 eV
**Relative energy (zero: lowest compared OMol25 entry of this formula, charge and spin)**: 0.0 kcal/mol
**E_HOMO**: -11.43 eV

Here is what natural (NBO) gives for the atomic charges, in e: -0.6049, -0.4029, -0.4684, 0.5803, -0.3363, -0.3488, 0.2157, 0.1960, 0.2052, 0.2085, 0.2061, 0.2234, 0.2109, 0.1150, -0.9397, 0.4699, 0.4698

(5)
4 unconnected molecules or ions with the total composition C4H10FN, computed with ωB97M-V/def2-TZVPD.

Element x y z (Å)
C -1.09680 0.43671 0.70377
C -0.21749 0.25715 -0.37018
C -0.55866 -0.98532 -1.14674
C 1.10543 -0.03851 0.50329
H -0.72386 1.32494 1.43635
H -2.21961 0.40103 0.35368
H -1.00774 -0.66204 1.15495
H 0.43711 -1.81238 -0.13422
H -2.18081 -1.35807 -0.79698
H -0.41297 -0.77326 -2.64111
H 0.68570 1.56512 -1.92638
H -0.81717 1.81784 -1.54322
H 1.08961 0.91832 1.09633
H 1.94952 -0.45227 -0.06441
N -0.01469 1.54452 -1.11201
F 0.87869 -1.08900 1.41202

**Maximum force**: 6.03 eV/Å
**Spin multiplicity**: 1
**HOMO-LUMO gap**: 9.782 eV
**DFT total energy**: -8509.11512 eV
**Relative energy (zero: lowest compared OMol25 entry of this formula, charge and spin)**: 197.5 kcal/mol
**E_HOMO**: -9.56 eV

Here is what natural (NBO) gives for the atomic charges, in e: -0.6379, -0.1063, -0.5878, 0.0133, 0.2301, 0.2271, 0.2543, 0.2673, 0.1759, 0.2565, 0.3624, 0.3584, 0.2044, 0.1964, -0.8460, -0.3684

(6)
A gas-phase ion, C4H10FN2 (charge +1), computed with ωB97M-V/def2-TZVPD.

Element x y z (Å)
C 1.31827 -1.22430 0.78450
N 0.68741 -0.25074 -0.14071
C -0.73717 -0.64214 -0.56060
C -1.70736 0.50971 -0.24851
N -0.90332 1.69305 -0.32685
F -0.31384 1.69336 -1.64770
C 0.52309 1.04280 0.49989
H 1.30708 -2.22875 0.40679
H 2.41695 -0.86944 0.81204
H 0.98023 -1.09148 1.74410
H 1.07191 -0.16755 -1.10193
H -1.03762 -1.54435 -0.14026
H -0.76067 -0.69977 -1.63199
H -2.55419 0.52928 -0.96930
H -2.00171 0.40910 0.71793
H 1.43663 1.70232 0.24479
H 0.27431 1.13890 1.55783

**Net charge**: +1
**Maximum force**: 5.24 eV/Å
**Spin multiplicity**: 1
**HOMO-LUMO gap**: 11.545 eV
**DFT total energy**: -9997.23377 eV
**Relative energy (zero: lowest compared OMol25 entry of this formula, charge and spin)**: 75.6 kcal/mol
**E_HOMO**: -14.91 eV

Here is what natural (NBO) gives for the atomic charges, in e: -0.4053, -0.3857, -0.2370, -0.2920, 0.0670, -0.2971, -0.1194, 0.2511, 0.2401, 0.2334, 0.4717, 0.2333, 0.2388, 0.2648, 0.2266, 0.2602, 0.2495

(7)
2 unconnected molecules or ions with the total composition C4H10FPS, computed with ωB97M-V/def2-TZVPD.

Element x y z (Å)
C 1.10578 -1.68200 -0.75009
C 0.77899 2.15113 0.72960
C 1.03351 -0.21707 -0.52094
C -1.60076 0.10670 -0.45505
F -2.21847 -0.77483 -1.31699
P -1.88079 -0.27733 1.26943
S 1.17689 0.42461 1.03469
H 0.60846 -2.08911 0.19610
H 0.54598 -2.09928 -1.71612
H 2.05917 -1.93543 -0.79781
H 1.43813 2.68663 0.07968
H 0.70591 2.69204 1.69635
H -0.17252 2.02897 0.03837
H 1.13087 0.41911 -1.31689
H -1.90376 1.07188 -0.65991
H -0.48453 -0.82909 1.54073
H -2.32285 -1.67694 0.94884

**Maximum force**: 5.87 eV/Å
**Spin multiplicity**: 1
**HOMO-LUMO gap (alpha / beta)**: 7.138 / 7.964 eV
**DFT total energy**: -27146.25429 eV
**Relative energy (zero: lowest compared OMol25 entry of this formula, charge and spin)**: 150.0 kcal/mol
**E_HOMO (alpha / beta)**: -7.09 / -7.69 eV

Here is what natural (NBO) gives for the atomic charges, in e: -0.6535, -0.7754, -0.3314, -0.1752, -0.3767, 0.2095, 0.3942, 0.2212, 0.2392, 0.2127, 0.2297, 0.2475, 0.2317, 0.1999, 0.1413, -0.0206, 0.0061

(8)
A molecular structure, C4H10HgO6S, computed with ωB97M-V/def2-TZVPD.

Element x y z (Å)
O -1.99963 1.67804 2.26051
S -2.52575 1.26135 1.01036
O -3.92599 1.96013 0.81755
O -1.60600 2.07103 -0.09659
C -1.55419 1.49231 -1.37001
O -1.15609 0.13366 -1.24460
C 0.13155 -0.27243 -1.34223
O 0.54089 -0.92800 -0.16568
C 1.79738 -0.76565 0.34153
C 2.06338 -1.73189 1.58414
O 1.97392 -3.04048 1.21171
H -4.52024 1.40267 0.28691
H -2.51122 1.50411 -1.88715
H -0.82553 2.08445 -1.92355
H 0.26077 -0.93823 -2.20213
H 0.81648 0.65549 -1.44041
H 1.98847 0.26402 0.69101
H 2.60258 -1.13946 -0.36432
H 3.07958 -1.50873 1.91053
H 1.35159 -1.42272 2.35529
H 1.11180 -3.41789 1.42235
Hg 2.90622 0.65823 -1.85520

**Net charge**: +2
**Maximum force**: 0.92 eV/Å
**Spin multiplicity**: 1
**HOMO-LUMO gap**: 2.946 eV
**DFT total energy**: -31579.80370 eV
**E_HOMO**: -16.46 eV

Here is what natural (NBO) gives for the atomic charges, in e: -0.7862, 1.8291, -0.8225, -0.6684, 0.2028, -0.4688, 0.2730, -0.4728, -0.1171, -0.0279, -0.5832, 0.5291, 0.2151, 0.2029, 0.2088, 0.0763, 0.2270, 0.1938, 0.2278, 0.2414, 0.5119, 1.0079

- Which formula does entry 2 have?
  C4H10F2NO4